Density functional theory data (ωB97M-V/def2-TZVPD) for C8H16CaO20PS4 as an isolated structure.

Values from the calculation:
Gap between HOMO and LUMO in Eh: 0.133
Relative energy (zero: lowest compared OMol25 entry of this formula, charge and spin) in kcal per mole: 0.0
Multiplicity: 1
Charge: -1

XYZ file:
```
50
Properties=species:S:1:pos:R:3:mulliken_charge:R:1
Ca -1.51 -0.98 0.09 1.84
P -2.44 -3.31 -0.02 0.53
O -2.92 -2.32 -1.18 -0.79
O -0.87 -3.09 -0.15 -0.65
O -2.95 -4.69 0.02 -0.82
O -2.73 -2.38 1.24 -0.87
C -2.12 2.76 4.25 -0.45
C -0.81 2.13 4.73 -0.27
O -0.15 1.69 3.55 -0.28
S -0.93 2.12 2.23 1.24
O -1.75 1.03 1.83 -0.56
O -0.05 2.72 1.31 -0.63
O -1.83 3.22 2.92 -0.36
H -2.43 3.62 4.83 0.31
H -2.92 2.02 4.18 0.30
H -1.05 1.27 5.35 0.29
H -0.15 2.78 5.31 0.27
C 3.01 0.36 -3.74 -0.42
C 3.71 -0.06 -2.47 -0.35
O 2.80 0.33 -1.42 -0.33
S 1.30 0.42 -1.96 1.18
O 0.87 1.76 -1.83 -0.69
O 0.55 -0.66 -1.45 -0.47
O 1.62 0.12 -3.49 -0.31
H 3.33 -0.14 -4.65 0.31
H 3.10 1.44 -3.90 0.31
H 4.64 0.45 -2.31 0.31
H 3.75 -1.15 -2.43 0.29
C -2.10 0.80 -4.29 -0.09
C -1.84 2.28 -3.92 -0.16
O -2.80 2.60 -2.88 -0.40
S -3.24 1.24 -2.18 0.96
O -4.56 1.29 -1.71 -0.60
O -2.16 0.87 -1.35 -0.17
O -3.22 0.40 -3.52 -0.37
H -1.21 0.22 -4.03 0.09
H -2.30 0.63 -5.34 0.33
H -2.04 3.01 -4.70 0.31
H -0.84 2.42 -3.51 0.10
C 3.44 -2.30 2.39 -0.22
C 2.58 -3.56 2.36 -0.46
O 1.33 -3.10 1.89 -0.23
S 1.02 -1.67 2.47 1.01
O 0.27 -1.74 3.66 -0.67
O 0.61 -0.82 1.42 -0.16
O 2.53 -1.31 2.88 -0.33
H 3.70 -2.02 1.36 0.16
H 4.30 -2.40 3.04 0.33
H 2.45 -3.89 3.40 0.31
H 2.98 -4.36 1.75 0.34
```